[1]
Density functional theory data (ωB97M-V with the def2-TZVPD basis set) for C23H35AlBBr3Cl2F8ILiN3NaO5 as an isolated structure at a distorted geometry.

Each line ends with the Löwdin charge.
Element x y z (Å)
I  -0.276  -5.408  2.280  0.80
Br  -0.659  3.520  -8.488  0.63
Br  2.851  3.792  -3.230  0.23
Br  1.105  3.784  -5.258  0.71
Cl  3.493  -1.929  -0.481  0.08
Cl  5.189  4.717  0.006  0.13
Al  0.937  -7.005  4.512  0.84
Na  4.060  5.497  -1.973  0.08
F  0.508  -11.515  4.882  0.14
F  0.613  2.373  -3.065  -0.07
F  -0.608  -9.509  4.968  0.01
F  7.868  0.715  -0.745  -0.42
F  -3.055  0.056  -2.475  0.18
F  -0.066  -10.611  6.908  0.13
F  1.547  -9.566  5.606  -0.03
F  -3.954  2.687  1.314  -0.66
O  -3.387  2.131  -3.130  0.26
O  5.325  0.623  0.071  -0.11
O  -0.849  1.437  -4.394  0.20
O  -1.294  -4.276  -0.275  0.11
O  -6.004  -1.812  2.357  -0.18
N  -0.881  0.497  -1.385  0.00
N  -0.144  -0.363  -2.098  0.20
N  -1.367  1.591  -2.149  0.16
C  -2.048  1.429  0.569  -0.15
C  -6.511  -0.559  1.913  -0.09
C  -1.230  2.416  1.404  -0.14
C  1.324  2.471  1.318  -0.20
C  3.825  2.326  0.783  -0.24
C  -0.798  -0.775  0.611  -0.05
C  -0.527  1.765  -3.317  -0.53
C  0.625  5.186  -6.549  -0.60
C  -2.702  1.322  -2.655  -0.48
C  -0.728  4.933  -7.158  -0.69
C  -2.245  -2.053  2.254  -0.16
C  -1.220  0.397  -0.100  -0.04
C  4.075  1.196  -0.155  -0.26
C  -1.146  -0.974  2.049  -0.10
C  -4.745  -2.121  1.829  -0.25
C  -0.043  -1.671  -0.089  -0.13
C  -0.483  -4.067  0.532  -0.74
C  0.019  3.008  0.757  -0.19
C  -3.620  -1.457  2.609  -0.15
C  0.268  -1.392  -1.433  -0.04
C  0.512  -2.932  0.498  -0.19
C  5.684  -0.445  -0.710  -0.26
C  2.506  2.994  0.511  -0.25
B  0.341  -10.356  5.613  -1.28
Li  5.088  -2.108  1.280  0.74
H  1.447  2.796  2.352  0.13
H  3.265  0.459  -0.041  0.08
H  0.619  6.110  -5.975  0.07
H  -1.921  -2.745  3.029  0.09
H  4.750  3.064  0.630  -0.04
H  2.603  4.053  0.748  0.10
H  -0.239  -1.223  2.602  0.13
H  -0.866  1.849  2.267  0.10
H  -4.618  -3.206  1.861  0.13
H  -4.687  -1.830  0.772  0.12
H  -3.823  -1.588  3.670  0.13
H  -6.185  0.265  2.545  0.09
H  4.069  1.589  -1.193  0.14
H  6.623  -0.152  -1.319  0.12
H  -2.646  0.875  1.279  0.08
H  -2.348  -2.636  1.337  0.09
H  -7.596  -0.620  1.956  0.08
H  4.864  -0.811  -1.350  -0.03
H  2.292  2.888  -0.554  0.05
H  1.420  5.223  -7.286  0.06
H  -1.076  5.817  -7.688  0.06
H  5.916  -1.307  -0.119  0.00
H  -2.761  1.918  -0.088  0.11
H  -1.926  3.153  1.790  0.11
H  1.418  -3.267  -0.009  0.05
H  1.355  1.372  1.325  0.11
H  -3.606  -0.391  2.391  0.10
H  -1.514  -0.065  2.503  0.10
H  0.817  -2.722  1.522  0.09
H  -1.470  4.637  -6.423  0.05
H  3.938  1.975  1.814  0.13
H  0.044  2.927  -0.331  0.10
H  0.012  4.078  0.968  0.12
H  -6.242  -0.363  0.874  0.09
H  0.895  -2.082  -1.980  0.13

Atoms 1-3, force components in eV/Å:
I -0.1 0.1 -0.3
Br 0.0 0.0 0.1
Br 1.4 -0.7 0.9

Values from the calculation:
E = -316029.1751 eV
HOMO = -7.9 eV
LUMO = -5.66 eV
frontier orbital gap = 2.21 eV

---

[2]
Density functional theory data (ωB97M-V with the def2-TZVPD basis set) for C23H35BrIrN5SbSe4Si as an isolated structure at a distorted geometry.

Each line ends with the Löwdin spin population.
Element x y z (Å)
Ir  2.623  -0.042  -3.702  1.02
Sb  3.523  0.934  -6.092  0.09
Br  -0.439  0.129  -0.566  0.00
Se  4.752  3.069  -5.863  0.89
Se  1.162  1.338  -5.260  0.21
Se  3.152  0.166  -8.464  0.98
Se  4.734  -0.889  -4.875  0.72
Si  -1.480  0.756  1.364  0.00
N  2.964  1.492  -2.575  0.23
N  3.159  3.476  -1.147  0.31
N  1.791  -1.773  -4.435  0.03
N  2.670  4.165  1.191  0.33
N  2.891  -1.308  -2.027  0.05
C  -3.753  -0.198  -0.234  0.00
C  -1.790  3.154  2.977  0.00
C  2.920  3.735  0.128  0.03
C  -1.038  -0.749  2.492  0.00
C  -3.380  0.811  0.831  0.00
C  2.599  -2.946  0.237  0.01
C  -1.805  -2.000  1.999  0.00
C  -1.473  -0.509  3.938  0.00
C  -0.569  3.304  0.759  0.00
C  3.390  -1.816  0.291  0.00
C  0.849  -3.990  -3.543  0.00
C  -3.732  2.222  0.247  0.00
C  1.334  -4.631  -1.188  0.00
C  3.021  2.400  -1.827  0.03
C  -4.294  0.540  2.057  0.00
C  0.443  -0.982  2.521  0.00
C  0.767  -4.883  -2.430  0.00
C  1.570  -2.791  -3.398  0.00
C  2.155  -2.477  -2.109  0.01
C  3.617  -1.048  -0.879  0.01
C  2.010  -3.363  -1.017  0.00
C  -0.836  2.447  2.023  0.00
C  0.502  2.373  2.817  0.00
H  -3.072  -0.067  -1.070  0.00
H  0.333  2.149  3.889  0.00
H  0.343  -4.203  -4.504  0.00
H  0.664  -1.967  2.986  0.00
H  -0.254  4.287  1.089  0.00
H  -4.206  -0.529  2.349  0.00
H  -2.809  3.341  2.633  0.00
H  -3.698  3.074  0.956  0.00
H  2.300  -2.170  -5.229  0.00
H  1.231  1.654  2.397  0.00
H  -4.752  0.000  -0.645  0.00
H  -1.413  -2.873  2.495  0.00
H  0.925  -0.228  3.136  0.00
H  4.337  -0.248  -0.967  0.00
H  0.224  -5.809  -2.619  0.00
H  0.198  2.836  0.116  0.00
H  1.200  -5.327  -0.346  0.00
H  -1.031  0.443  4.315  0.00
H  -1.303  4.133  3.216  0.00
H  -3.685  -1.246  0.029  0.00
H  -2.573  -0.459  4.122  0.00
H  -1.582  -2.162  0.943  0.00
H  -1.467  3.402  0.131  0.00
H  -4.710  2.119  -0.264  0.00
H  0.932  3.350  2.714  0.00
H  -1.114  -1.375  4.506  0.00
H  0.971  -1.388  -4.884  0.01
H  -1.898  2.609  3.974  0.00
H  -4.014  1.160  2.894  0.00
H  0.970  -0.965  1.543  0.00
H  2.376  -3.505  1.158  0.00
H  -2.881  -1.870  2.137  0.00
H  -3.006  2.492  -0.518  0.00
H  3.819  -1.495  1.266  0.00
H  -5.361  0.724  1.815  0.00

Atoms 1-3, force components in eV/Å:
Ir -0.2 -1.5 1.5
Sb -0.4 0.7 -0.8
Br 0.6 0.2 -0.5

Values from the calculation:
E = -380534.0085 eV
HOMO (alpha / beta) = -13.4 / -13.4 eV
LUMO (alpha / beta) = -7.65 / -10.12 eV
frontier orbital gap (alpha / beta) = 5.73 / 3.26 eV
spin multiplicity = 6
total charge = +2
energy above the lowest of the compared OMol25 structures with the same formula, charge and spin = 0.00 kJ/mol
⟨S²⟩ = 8.817

---

[3]
Density functional theory data (ωB97M-V with the def2-TZVPD basis set) for a single C23H35ClN4O2 molecule at a distorted geometry.

Each line ends with the natural charge from an NBO analysis.
Element x y z (Å)
Cl  8.723  -1.582  -0.696  -0.01
O  -0.039  2.415  0.862  -0.57
O  -0.257  -1.484  -1.084  -0.55
N  1.352  0.639  0.776  -0.36
N  -5.318  -0.633  -0.403  -0.47
N  -1.175  0.638  -0.822  -0.69
N  2.693  0.141  0.648  -0.17
C  -5.588  -0.612  2.751  -0.61
C  -7.871  0.987  -2.408  -0.64
C  7.299  0.133  0.421  -0.21
C  -1.986  0.509  -1.879  -0.25
C  5.049  -0.962  -0.425  -0.07
C  3.539  1.079  0.684  0.14
C  -6.258  -1.679  1.646  -0.21
C  2.231  2.983  0.834  -0.50
C  -7.480  1.375  0.024  -0.64
C  -6.821  0.863  -1.528  -0.18
C  6.049  0.841  0.732  -0.21
C  -0.438  -0.541  -0.570  0.72
C  0.329  -0.437  0.860  -0.31
C  6.318  -1.528  -0.794  -0.28
C  4.799  0.405  0.513  -0.03
C  -6.295  -0.750  -1.353  -0.25
C  7.247  -0.833  -0.423  -0.08
C  -3.470  0.712  -1.622  -0.41
C  -3.832  -0.754  -0.962  -0.18
C  3.544  2.429  1.061  -0.47
C  1.117  2.230  0.875  0.71
C  -5.469  -1.667  0.610  -0.20
C  -6.620  -2.759  2.656  -0.57
H  -1.708  -0.415  -2.619  0.23
H  -3.786  1.323  -0.773  0.22
H  -6.646  1.173  0.752  0.22
H  -7.146  -1.076  -0.857  0.22
H  8.306  0.750  0.683  0.24
H  6.205  -2.283  -1.463  0.24
H  -6.034  -0.785  -2.474  0.21
H  -3.125  -1.012  -0.252  0.19
H  -4.587  -2.220  1.074  0.21
H  -6.207  -0.118  3.357  0.20
H  4.163  -1.425  -0.754  0.20
H  4.453  2.897  0.753  0.25
H  -5.830  -2.834  0.096  0.10
H  -5.246  0.178  2.277  0.20
H  6.183  1.826  1.246  0.19
H  2.062  4.023  1.242  0.27
H  3.799  2.467  2.040  0.23
H  -7.215  -2.532  3.415  0.22
H  -1.634  1.427  -2.248  0.20
H  -4.741  -0.997  3.078  0.19
H  -7.415  0.724  -3.412  0.20
H  -7.096  -3.445  1.942  0.20
H  -7.600  2.555  -0.279  0.20
H  -8.322  2.053  -2.499  0.22
H  2.378  3.047  -0.401  0.27
H  -0.430  0.003  1.717  0.19
H  -5.622  -3.195  2.885  0.20
H  -8.739  0.297  -2.388  0.22
H  -1.206  1.417  -0.122  0.45
H  -6.031  1.569  -1.495  0.20
H  -8.329  0.778  0.255  0.19
H  -7.155  -1.063  1.428  0.19
H  0.818  -1.308  1.078  0.22
H  -4.030  0.721  -2.408  0.20
H  -3.861  -1.755  -1.723  0.18

Atoms 1-3, force components in eV/Å:
Cl 3.5 -1.1 -1.0
O -2.6 2.8 0.6
O 0.9 -11.4 -8.6

Values from the calculation:
E = -46978.5596 eV
HOMO = -7.9 eV
LUMO = 0.09 eV
frontier orbital gap = 7.97 eV
SMILES = CC(C)CN(CCCNC(=O)CN1N=C(c2ccc(Cl)cc2)CCC1=O)CC(C)C
energy above the lowest of the compared OMol25 structures with the same formula, charge and spin = 1858.32 kJ/mol

---

[4]
Density functional theory data (ωB97M-V with the def2-TZVPD basis set) for C23H35MnN2O4P as an isolated structure at a distorted geometry.

Each line ends with the Löwdin spin population.
Element x y z (Å)
Mn  -0.095  0.385  -0.411  1.82
P  0.066  0.635  -2.647  -0.04
O  2.787  1.136  -0.038  0.01
O  -3.023  -0.101  -0.485  0.01
O  -0.414  3.214  0.239  0.02
O  -0.314  -0.380  1.420  0.14
N  1.107  -1.093  4.427  0.03
N  0.026  -0.843  3.643  0.10
C  1.788  2.776  -3.260  0.00
C  1.681  0.800  -0.264  -0.03
C  -2.649  0.966  5.556  0.09
C  0.086  -1.176  -3.220  0.02
C  -3.775  0.616  4.802  0.29
C  2.792  0.471  -3.458  0.00
C  -1.322  -1.722  -3.484  0.00
C  3.500  -1.674  4.251  0.01
C  1.521  1.310  -3.613  0.00
C  -1.384  0.502  5.180  0.05
C  1.826  -1.170  2.335  0.05
C  -3.643  -0.223  3.685  0.07
C  -1.236  1.430  -5.077  0.00
C  -2.388  -0.717  3.325  0.07
C  -1.398  1.380  -3.553  0.01
C  -1.895  0.115  -0.686  -0.01
C  2.186  -1.331  3.658  0.04
C  1.030  -1.271  5.860  0.01
C  0.465  -0.768  2.341  0.03
C  -0.320  2.076  -0.021  -0.03
C  0.803  -2.023  -2.147  0.00
C  -1.774  2.764  -3.017  0.00
C  -1.256  -0.364  4.086  0.22
H  2.407  -1.285  1.436  0.00
H  -1.295  -2.813  -3.614  0.00
H  -2.270  -1.370  2.454  0.00
H  -4.506  -0.522  3.089  0.00
H  -2.757  1.599  6.436  0.00
H  3.516  -2.622  4.806  0.00
H  -0.925  0.475  -5.511  0.00
H  -2.232  0.696  -3.337  0.00
H  -1.041  3.536  -3.296  0.00
H  -2.744  3.052  -3.450  0.00
H  3.098  0.420  -2.409  0.00
H  1.992  2.887  -2.190  0.00
H  -0.115  -4.516  -0.718  0.00
H  0.708  -3.084  -2.390  0.00
H  -1.999  -1.536  -2.644  0.00
H  -0.498  0.827  5.723  0.00
H  -0.518  2.194  -5.403  0.00
H  4.215  -1.752  3.427  0.00
H  -0.128  -4.534  -1.456  0.00
H  -1.883  2.761  -1.929  0.00
H  0.323  -1.884  -1.155  0.00
H  2.683  3.122  -3.801  0.00
H  1.442  -2.254  6.125  0.00
H  0.001  -1.205  6.221  0.00
H  1.657  -0.514  6.344  0.00
H  3.850  -0.895  4.939  0.00
H  0.657  -1.226  -4.164  0.00
H  2.670  -0.548  -3.844  0.00
H  0.955  3.441  -3.524  0.00
H  -4.768  0.979  5.079  0.01
H  -2.198  1.688  -5.539  0.00
H  1.866  -1.768  -2.061  0.00
H  1.236  1.271  -4.676  0.00
H  -1.783  -1.294  -4.379  0.00
H  3.607  0.955  -4.017  0.00

Atoms 1-3, force components in eV/Å:
Mn 0.6 -4.4 1.6
P 0.2 -0.2 -4.9
O -6.3 -1.9 -1.2

Values from the calculation:
E = -76150.3366 eV
HOMO (alpha / beta) = -21.5 / -21.3 eV
LUMO (alpha / beta) = -15.18 / -16.28 eV
frontier orbital gap (alpha / beta) = 6.33 / 5.04 eV
spin multiplicity = 4
total charge = +4
⟨S²⟩ = 3.829